<P>
Here is a 2-piece molecular cluster, H3O4PSi overall from OMol25. Energies are from ωB97M-V/def2-TZVPD.

Geometry (Å):
O: 1.49793 1.99516 -0.42199
O: 0.00816 2.23263 1.48380
O: -1.13232 1.97490 -0.73758
O: 0.46442 -2.87529 0.27627
Si: -0.19025 -0.47298 -0.10441
P: 0.09937 1.75791 0.09860
H: 0.87560 -2.86215 1.16729
H: -1.47809 -1.13904 -0.18314
H: -0.14480 -0.61114 -1.57884

Results
Total charge ... -2
Lowest unoccupied orbital energy ... 0.247 hartree
M ... 126.1 g/mol
HOMO energy ... -0.456 eV

***

<Q>
Here is H3O4PSi as an isolated structure from OMol25. Energies are from ωB97M-V/def2-TZVPD.

Geometry (Å):
O: -1.39385 2.36440 0.07156
O: -1.26723 0.40831 1.78675
O: -3.11055 0.40679 -0.06762
O: 0.23940 -0.33799 -1.40697
Si: 1.47510 -0.73181 -0.52772
P: -1.85873 1.03729 0.55608
H: 1.80329 -2.57073 -0.48543
H: 2.82728 -0.23390 -0.88445
H: 1.28529 -0.34236 0.95779

Results
Total charge ... -2
Lowest unoccupied orbital energy ... 0.260 hartree
M ... 126.1 g/mol
HOMO energy ... -0.932 eV

***

Stability summary - winner: <Q>; margin: 2.013 eV.

***

<P>
Here is a 2-piece molecular cluster, CH6N2S overall from OMol25. Energies are from ωB97M-V/def2-TZVPD.

Geometry (Å):
C: -0.35381 0.02485 1.51212
N: -0.40412 -0.02309 -2.70749
N: -0.22026 -1.14878 0.75275
S: 0.94806 -1.58494 -0.28726
H: 0.46017 0.78767 1.24976
H: -1.33556 0.39225 1.36320
H: -0.27715 -0.24681 2.65497
H: 0.28494 0.58798 -2.43532
H: -1.09627 0.08196 -2.03273
H: -0.97784 -1.75499 0.70998

Results
Total charge ... 0
Lowest unoccupied orbital energy ... -0.079 hartree
M ... 78.1 g/mol
HOMO energy ... -7.713 eV

***

<Q>
Here is a 2-piece molecular cluster, CH6N2S overall from OMol25. Energies are from ωB97M-V/def2-TZVPD.

Geometry (Å):
H: 0.13258 1.22018 0.19187
N: 0.79644 1.17534 -0.58951
C: 0.18580 0.65901 -1.56879
N: -0.97200 -0.11589 -1.56422
H: 0.77154 0.52851 -2.48139
H: -0.93654 -1.07316 -1.87523
H: -1.77022 0.14027 -1.01088
S: 0.77552 -0.67222 2.47343
H: 0.90664 -0.08583 3.65168
H: 0.11024 -1.77619 2.77303

Results
Total charge ... 0
Lowest unoccupied orbital energy ... 0.030 hartree
M ... 78.1 g/mol
HOMO energy ... -9.266 eV

***

Stability summary - winner: <Q>; margin: 3.885 eV.

***

<P>
Here is a 3-piece molecular cluster, C4H13NO2 overall from OMol25. Energies are from ωB97M-V/def2-TZVPD.

Geometry (Å):
N: 1.26118 0.77949 0.43914
C: 1.01145 2.26741 0.67933
C: -2.81052 2.56450 0.95927
C: -1.37633 2.18671 0.94465
C: -0.27818 2.75528 0.26396
H: 1.55020 0.70452 -0.56836
H: 0.25236 0.44930 0.35442
H: 1.28086 2.41112 1.67412
H: 1.89635 2.73528 0.22635
H: -3.04537 3.56301 0.52542
H: -3.23196 2.40330 1.99106
H: -3.31717 1.84970 0.27788
H: -1.18695 1.23597 1.44249
H: -0.36180 3.36547 -0.67354
H: 2.02985 -5.30994 -3.07708
H: 0.76104 -6.06060 -2.46813
O: 1.72294 -6.02228 -2.46865
H: 1.59922 -4.26525 -0.85670
H: 1.27035 -3.42292 0.41135
O: 0.97248 -4.19006 -0.07697

Results
Total charge ... +1
Lowest unoccupied orbital energy (alpha / beta) ... -0.198 / -0.314 hartree
M ... 107.2 g/mol
Spin multiplicity ... 2
HOMO energy (alpha / beta) ... -13.464 / -13.464 eV

***

<Q>
Here is a 3-piece molecular cluster, C4H13NO2 overall from OMol25. Energies are from ωB97M-V/def2-TZVPD.

Geometry (Å):
N: 0.16729 1.36235 1.77361
C: 1.35130 0.54903 1.89814
C: 0.85930 -0.94540 -1.58415
C: 0.77271 -0.77381 -0.13811
C: 1.67933 -0.07386 0.52104
H: -0.49104 1.06099 1.11339
H: -0.30230 1.47145 2.64684
H: 1.36835 -0.22945 2.64100
H: 2.23657 1.20757 2.18295
H: 1.77180 -0.79378 -2.21174
H: 0.42230 -1.96576 -2.08014
H: 0.05596 -0.28729 -2.08538
H: -0.11606 -1.31750 0.31538
H: 2.55547 0.31099 -0.01441
H: -1.53048 1.90645 -1.28076
H: -2.11462 2.63901 -0.19826
O: -2.36601 2.25159 -1.01607
H: -1.52884 -2.39503 -1.36867
H: -2.33783 -1.63164 -0.26716
O: -2.45322 -2.34590 -0.84751

Results
Total charge ... +1
Lowest unoccupied orbital energy (alpha / beta) ... -0.153 / -0.340 hartree
M ... 107.2 g/mol
Spin multiplicity ... 2
HOMO energy (alpha / beta) ... -14.810 / -14.782 eV

***

<R>
Here is a 3-piece molecular cluster, C4H13NO2 overall from OMol25. Energies are from ωB97M-V/def2-TZVPD.

Geometry (Å):
C: 0.16430 -1.93249 1.99496
C: -0.40542 -2.17740 0.61686
C: 0.01164 -1.38458 -0.57001
C: 0.29028 -0.05069 -0.55213
N: 0.41326 0.87676 -1.50091
H: -0.00077 -2.84579 2.54541
H: -0.14343 -1.09190 2.61642
H: 1.25278 -1.83915 1.88588
H: -0.25384 -3.22370 0.35364
H: -1.52714 -1.93913 0.58391
H: 0.08014 -1.99519 -1.47239
H: 0.29518 0.46433 0.40325
H: 0.53438 1.87204 -1.35158
H: 0.65276 0.62879 -2.45938
H: -2.14521 1.41216 -1.64224
H: -3.05640 2.14903 -0.57817
O: -2.24708 1.65525 -0.70448
H: 1.73491 3.12325 0.69700
H: 2.62413 3.06118 -0.60305
O: 1.72554 3.23724 -0.26299

Results
Total charge ... +1
Lowest unoccupied orbital energy (alpha / beta) ... -0.110 / -0.245 hartree
M ... 107.2 g/mol
Spin multiplicity ... 2
HOMO energy (alpha / beta) ... -14.081 / -15.148 eV

***

<S>
Here is a 3-piece molecular cluster, C4H13NO2 overall from OMol25. Energies are from ωB97M-V/def2-TZVPD.

Geometry (Å):
C: 2.24371 -2.28355 2.90765
C: 1.16548 -1.84284 2.20902
N: 0.20957 -0.95113 2.55116
C: -0.70805 -0.22239 1.69299
C: -0.92520 1.29156 1.75959
H: 3.12766 -2.63949 2.40030
H: 2.42837 -1.90865 3.92398
H: 1.14757 -2.09007 1.12654
H: 0.47299 -0.42773 3.39517
H: -1.70642 -0.70579 1.59654
H: -0.28836 -0.44690 0.64593
H: -1.67993 1.62449 2.50219
H: -1.07996 1.80121 0.80563
H: 0.10271 1.61940 2.02259
H: 0.33249 2.41857 -6.15196
H: 0.80428 0.99067 -6.15618
O: 0.04604 1.52876 -5.90172
H: -2.38433 0.13114 -3.59218
H: -1.17545 1.10018 -3.86835
O: -2.13315 1.01256 -3.86889

Results
Total charge ... +1
Lowest unoccupied orbital energy (alpha / beta) ... -0.140 / -0.278 hartree
M ... 107.2 g/mol
Spin multiplicity ... 2
HOMO energy (alpha / beta) ... -13.060 / -13.060 eV

***

Stability summary - winner: <R>; margin: 1.361 eV.